# 1
6
Properties=species:S:1:pos:R:3:forces:R:3 method="wB97M-V/def2-TZVPD" charge=0 energy_ha=-398.31441 lumo_ev=-0.2 fmax_ha_per_bohr=0.0724 gap_ev=7.95 multiplicity=1 e_above_lowest_ev=4.443
N -0.9928 -1.8689 0.0538 0.57 3.19 1.82
P -0.0462 0.1518 -0.1269 -1.82 -2.00 -0.13
H -0.8026 -2.3352 -0.8182 0.82 0.33 -1.29
H 0.7399 0.8226 1.0168 -1.02 -0.98 -1.92
H -0.9632 1.2080 -0.6262 0.94 -0.91 0.96
H 0.7131 0.1058 -1.3175 0.50 0.37 0.56

# 2
6
Properties=species:S:1:pos:R:3:forces:R:3 method="wB97M-V/def2-TZVPD" charge=0 energy_ha=-398.35010 lumo_ev=0.1 fmax_ha_per_bohr=0.1250 gap_ev=8.66 multiplicity=1 smiles="N=[PH3]" e_above_lowest_ev=3.472
N -0.3011 -0.3383 -1.6845 -2.72 -1.44 5.64
P -0.0490 -0.0371 0.3366 -0.52 -3.19 -2.88
H 0.4879 0.1541 -1.8866 3.41 2.07 -1.16
H 0.2259 1.1675 0.8024 0.55 2.25 0.40
H 0.8572 -0.7315 1.3216 -0.83 0.45 -1.44
H -1.2210 -0.2146 1.1105 0.10 -0.16 -0.57

# 3
8
Properties=species:S:1:pos:R:3:forces:R:3 method="wB97M-V/def2-TZVPD" charge=0 energy_ha=-1081.02250 lumo_ev="-1.1 / -1.1" fmax_ha_per_bohr=0.0568 gap_ev="6.91 / 7.52" multiplicity=1 e_above_lowest_ev=3.533
N 1.2441 -0.5163 0.7976 0.29 -0.54 -1.59
P 0.7363 -0.3246 2.2279 -2.55 -1.27 0.63
P -0.4635 0.6836 -1.0286 -1.40 1.43 1.50
P -0.8606 -1.3767 -0.8530 1.08 -0.59 -0.11
H 1.7671 0.3937 2.6658 2.08 1.40 0.93
H -1.2536 1.1553 -2.0681 -0.40 -0.10 -0.62
H 0.7088 0.7925 -1.6056 2.31 0.04 -1.47
H -1.8785 -0.8075 -0.1361 -1.41 -0.37 0.73